Below is a cluster of 6 separate species, C16H32BCl4F4O6S3 in total in a non-equilibrium geometry, with properties calculated with ωB97M-V/def2-TZVPD.

Computed properties:
Kohn-Sham gap	0.3684	Eh
energy	-123545.845	eV
largest force on an atom	0.0580	hartree/bohr
molecular weight	645.243	g mol⁻¹
highest occupied orbital energy	-7.64	eV

Structure (ORCA input):
```
! wB97M-V def2-TZVPD RIJCOSX def2/J DEFGRID3
* xyz -1 1
Cl -4.6881 0.0360 0.0906
Cl 4.1613 3.0873 0.6378
Cl -2.3240 -2.1828 -2.7783
Cl 1.1470 4.3716 -0.2671
S 1.8778 -2.6663 -2.4919
S -1.4312 1.2750 -4.3750
S -0.9956 2.4085 4.5816
F -0.9059 -0.1601 0.2699
F 1.3488 -0.3845 0.5862
F -0.0638 -2.0011 1.4310
F -0.0344 0.0907 2.3758
O -2.8068 1.3284 -3.9335
O -0.1107 3.1453 3.7035
O -1.0089 0.7361 -5.6388
O -1.6819 3.1548 5.6277
O 2.4537 -1.3430 -2.4914
O 1.1188 -3.0895 -3.6216
C 0.8079 2.5751 -3.9569
C -0.3232 0.6155 -3.0774
C 3.2992 -3.8050 -2.0743
C -0.6300 2.9285 -4.2138
C 1.4123 3.1911 1.0997
C 1.9505 -3.3985 0.0140
C -1.2741 -0.0459 5.6423
C -2.1525 -0.0234 4.3569
C 0.8396 -3.0762 -1.0111
C 3.1133 -4.1545 -0.5916
C 0.8579 1.5422 -2.7993
C 2.5599 2.2708 0.7554
C -3.6988 -1.6159 -1.7409
C -2.2443 1.3706 3.7111
C -0.1816 0.9437 5.3782
C -3.2732 -0.6596 -0.6575
B 0.0934 -0.6281 1.1466
H 4.2208 -3.2875 -2.3178
H 1.5592 3.7286 2.0259
H -0.9484 -1.0834 5.7511
H -4.4396 -1.1404 -2.3774
H 2.3842 1.8205 -0.2136
H -2.7631 0.1917 -1.1075
H 2.7104 1.5752 1.5733
H -1.7898 0.0876 6.5968
H 0.5796 2.0757 -1.8941
H 0.0281 -3.7740 -1.1889
H 0.4167 -2.1652 -0.5833
H -0.0582 -0.4288 -3.2528
H 2.3384 -2.4070 0.2724
H 1.8118 1.0365 -2.6965
H -4.0943 -2.5640 -1.3858
H 1.3032 2.0584 -4.7811
H 0.5295 2.5613 1.0331
H -0.8497 3.4227 -5.1607
H 1.3843 3.4621 -3.6864
H -0.8899 0.5137 -2.1472
H 0.5473 0.5383 4.6674
H -2.6504 -1.0137 0.1579
H -1.7737 1.2204 2.7364
H 0.4890 1.1946 6.2010
H 3.0524 -5.2432 -0.4776
H -1.1817 3.4156 -3.4101
H 3.2181 -4.7465 -2.6129
H -3.1697 1.9234 3.6011
H -1.5960 -0.6358 3.6488
H 4.0500 -4.0138 -0.0423
H -3.1604 -0.4329 4.4193
H 1.5296 -3.7267 0.9636
*
```

Below is a structure of composition C16H32Cl2OP3Pr in a non-equilibrium geometry, with properties calculated with ωB97M-V/def2-TZVPD.

Computed properties:
<S²>	2.007
Kohn-Sham gap (alpha / beta)	0.2089 / 0.2516	Eh
energy	-86126.198	eV
largest force on an atom	0.0454	hartree/bohr
molecular weight	545.167	g mol⁻¹
highest occupied orbital energy (alpha / beta)	-13.60 / -13.60	eV

Structure (ORCA input):
```
! wB97M-V def2-TZVPD RIJCOSX def2/J DEFGRID3
* xyz 2 3
Pr 0.3593 1.6974 -0.5984
Cl 0.5877 3.4126 -4.4823
Cl 0.9113 0.2230 -2.5870
P -2.3223 0.6060 -1.3050
P -0.6234 -1.3558 1.2252
P 3.0968 0.6102 0.0325
O 0.1336 4.5229 -2.1521
C -2.6144 2.0310 -2.4304
C 3.8779 2.0418 -0.8267
C -3.6290 0.7265 -0.0288
C 0.3596 -0.7101 2.6072
C 3.9754 -0.8239 -0.6935
C 0.4918 4.7794 -3.3058
C -2.7126 -0.8702 -2.3193
C -1.4648 -5.0374 3.1280
C 0.5511 -2.3668 0.2627
C 3.7442 0.7431 1.7424
C -2.4400 -4.6473 4.0536
C 0.9121 6.0661 -3.9182
C -0.9610 -4.1193 2.1928
C -1.3782 -2.7597 2.2332
C -2.4015 -2.3979 3.1404
C -2.9002 -3.3179 4.0541
H 1.1198 -1.4491 2.9061
H -0.0067 -3.2320 -0.1313
H -1.0673 -6.0600 3.1501
H 4.8432 0.7672 1.8188
H 0.9158 -1.7984 -0.5944
H 1.3766 -2.7167 0.8953
H 3.5815 2.0062 -1.8849
H -3.6327 -3.0142 4.7968
H 0.3223 6.3002 -4.8089
H -1.8877 2.0008 -3.2533
H 0.8053 0.2639 2.3491
H 0.7928 6.8679 -3.1938
H 3.3470 1.6679 2.1852
H -2.7852 -5.3559 4.8067
H -3.6283 2.0395 -2.8566
H 3.3515 -0.1099 2.3129
H -3.4728 1.6543 0.5369
H 3.5064 2.9685 -0.3630
H -1.9726 -0.9314 -3.1228
H -2.4770 2.9694 -1.8748
H 1.9646 6.0150 -4.2148
H -2.6067 -1.7471 -1.6755
H -0.2551 -4.5233 1.4494
H 5.0717 -0.7704 -0.6127
H -3.7158 -0.8933 -2.7692
H -3.4960 -0.1209 0.6549
H 3.7084 -0.8878 -1.7544
H -0.3545 -0.5735 3.4351
H 4.9762 2.0096 -0.7467
H 3.6250 -1.7327 -0.1913
H -4.6652 0.7189 -0.3991
H -2.8380 -1.3863 3.1253
*
```

Below is a structure of composition C16H32F5GeMoN2OSi2Te, with properties calculated with ωB97M-V/def2-TZVPD.

Computed properties:
Kohn-Sham gap	0.2708	Eh
energy	-117154.944	eV
largest force on an atom	0.0122	hartree/bohr
molecular weight	715.757	g mol⁻¹
ΔE to the lowest compared entry with this formula, charge and spin	0.073	eV
highest occupied orbital energy	-5.35	eV

Structure (ORCA input):
```
! wB97M-V def2-TZVPD RIJCOSX def2/J DEFGRID3
* xyz -1 1
Te -3.9607 0.5451 0.9495
Mo 0.0917 0.3557 0.5832
Ge 3.1233 1.9937 1.0013
Si -1.1771 1.6845 -2.2231
Si -0.2002 -2.5932 2.0044
F -5.2299 -0.5428 1.7870
F -2.7202 -0.6901 1.8903
F -5.5332 1.4530 0.2387
F -4.1098 1.5539 2.6176
F -4.1691 -0.7811 -0.4853
O -0.3885 1.5958 1.5958
N -0.1517 -1.6259 0.5435
N -0.6674 0.3018 -1.2512
C 4.8408 1.1641 1.4685
C -0.4777 -0.9931 -1.7460
C 1.9434 0.6104 0.3334
C 2.3692 2.8607 2.5756
C -0.2172 -2.0107 -0.7990
C -0.3073 -3.6604 -2.5622
C -1.7393 -3.6246 2.1557
C -1.4682 3.1472 -1.1034
C 3.4225 3.3293 -0.4021
C -0.6386 -1.3395 -3.0929
C 1.3232 -3.6880 2.0895
C -2.7632 1.2664 -3.1122
C -0.1304 -3.3388 -1.2316
C -0.0751 -1.3097 3.3589
C 0.1963 2.1647 -3.4018
C -0.5608 -2.6583 -3.4950
H 4.1604 4.0671 -0.0828
H 2.2218 -3.1146 1.8497
H -0.7111 -2.9096 -4.5373
H 2.4883 3.8463 -0.6256
H -0.2064 -1.7848 4.3356
H 3.7786 2.8547 -1.3173
H 2.4164 -0.1246 -0.3283
H -0.8447 -0.5694 -3.8219
H -2.3492 3.0137 -0.4770
H 5.6318 1.9132 1.5311
H -0.6227 3.3675 -0.4495
H -0.0858 3.0634 -3.9562
H 1.1073 2.3883 -2.8402
H -2.6127 0.7437 -4.0582
H 4.7654 0.6621 2.4337
H 1.2699 -4.5343 1.4020
H 2.1352 2.1171 3.3377
H -1.7154 -4.4955 1.4963
H -3.3158 2.1843 -3.3320
H 0.9018 -0.8166 3.3729
H -3.3831 0.6357 -2.4723
H 0.4339 1.3816 -4.1228
H -0.2609 -4.6957 -2.8756
H 5.1246 0.4247 0.7188
H -2.6048 -3.0123 1.9032
H 3.0789 3.5787 2.9907
H 1.4383 -4.0890 3.1002
H -1.6368 4.0245 -1.7355
H 0.0552 -4.1174 -0.5022
H -0.8690 -0.5646 3.2716
H 1.4435 3.3752 2.3226
H -1.8576 -3.9831 3.1816
*
```

Below is a structure of composition C16H32GeO8V in a non-equilibrium geometry, with properties calculated with ωB97M-V/def2-TZVPD.

Computed properties:
<S²>	0.766
Kohn-Sham gap (alpha / beta)	0.2374 / 0.2677	Eh
energy	-115681.963	eV
largest force on an atom	0.0595	hartree/bohr
molecular weight	475.978	g mol⁻¹
ΔE to the lowest compared entry with this formula, charge and spin	0.597	eV
highest occupied orbital energy (alpha / beta)	-16.19 / -16.24	eV

Structure (ORCA input):
```
! wB97M-V def2-TZVPD RIJCOSX def2/J DEFGRID3
* xyz 2 2
Ge 1.5458 1.3657 1.4825
V -0.3304 0.1604 -0.3586
O -2.5347 -0.5988 -0.4336
O 0.6698 -0.3440 1.7009
O -0.2708 -1.8839 -0.6919
O -1.2308 -3.8868 -0.4759
O -0.9099 0.6482 -1.9007
O -0.3106 1.6972 0.6508
O 1.6435 0.6586 -0.3624
O -2.5016 1.4693 -3.2667
C -0.6968 3.5282 2.1759
C 3.6367 -0.4145 -1.2060
C -1.2512 -2.6005 -0.4617
C 3.4453 2.0793 -1.1076
C 2.1865 -0.9340 3.5008
C -2.5823 -1.9868 -0.1034
C -1.2473 2.7678 0.9771
C -1.3619 3.6909 -0.2403
C -2.1554 0.7333 -2.4121
C 2.0695 0.7552 -2.7579
C 0.8986 -1.2815 2.7628
C -2.6125 2.1605 1.3177
C -3.0978 -0.2559 -1.7222
C -0.2883 -1.2051 3.7358
C 2.6802 0.7826 -1.3618
C 0.9909 -2.6905 2.1698
H -4.0725 0.2128 -1.5998
H -2.1136 4.4557 -0.0547
H -0.3555 -4.2692 -0.6676
H -0.3429 -0.2087 4.1771
H -3.2568 2.9243 1.7472
H -1.2200 -1.4098 3.2027
H 4.2175 2.2184 -1.8605
H -2.7313 -2.0833 0.9754
H -0.5863 2.8562 3.0322
H 0.2731 3.9757 1.9468
H 3.9275 2.0511 -0.1275
H -2.4886 1.3536 2.0440
H -3.4033 -2.5012 -0.6016
H 2.7636 2.9341 -1.1409
H 0.0011 -3.0683 1.9026
H 2.1310 0.0642 3.9440
H -1.3767 4.3299 2.4540
H 1.4284 -3.3805 2.8888
H 1.4996 -0.1661 -2.9035
H -3.0985 1.7733 0.4222
H 2.3651 -1.6450 4.3040
H 4.0760 -0.4128 -0.2069
H 4.4336 -0.3432 -1.9429
H 3.0403 -0.9688 2.8165
H 3.0930 -1.3478 -1.3621
H -3.1986 -1.1295 -2.3697
H -0.1694 -1.9411 4.5297
H 1.4035 1.6082 -2.9003
H -1.6561 3.1325 -1.1280
H 1.6232 -2.6676 1.2794
H -0.4048 4.1759 -0.4365
H 2.8511 0.7912 -3.5126
*
```